Entry 1:
This record from the Open Molecules 2025 dataset describes the ion C23H31O2Si with charge +1. The level of theory is ωB97M-V with the def2-TZVPD basis set.

## Properties
- HOMO energy: -0.401 Ha
- E_tot: -1334.743636 hartree
- Relative energy (zero: lowest compared OMol25 entry of this formula, charge and spin): 18.5 kcal/mol
- Orbital gap: 0.269 Ha
- Maximum force: 3.334 eV/A
- Charge: +1

Geometry (Å):
C  3.28406  0.36477  -0.09521
C  1.79730  0.30393  -0.38681
C  1.48377  0.49916  -1.87275
C  1.13044  1.40215  0.29383
O  0.15055  1.96389  -0.34308
Si  -0.72197  3.34616  0.31516
C  -2.27616  3.26529  -0.71688
C  -1.13811  3.15554  2.10261
C  0.22453  4.89038  -0.05117
O  1.56305  2.02460  1.37861
C  1.87139  1.28260  2.62460
H  3.84498  0.17060  -1.03055
H  3.56294  1.40452  0.20992
H  3.62393  -0.35093  0.67823
H  2.26843  -0.00643  -2.44789
H  0.50468  0.04277  -2.14916
H  1.49210  1.58390  -2.15192
H  -2.96619  4.08222  -0.44251
H  -1.99415  3.37653  -1.78305
H  -2.77725  2.29563  -0.56465
H  -1.98163  3.83096  2.31984
H  -1.43582  2.13137  2.34984
H  -0.28089  3.46575  2.72107
H  -0.31767  5.75413  0.35921
H  1.21965  4.83317  0.41211
H  0.32928  5.01902  -1.13687
H  2.07304  2.06746  3.38349
H  1.00882  0.67562  2.87960
H  2.76507  0.67154  2.43855
C  -0.58620  -1.84287  -1.94049
C  -1.87509  -2.27718  -2.46061
C  -2.08559  -2.32804  -3.87277
C  -3.33533  -2.67140  -4.40975
C  -4.40218  -3.00491  -3.56477
C  -4.21214  -2.97898  -2.17471
C  -2.97184  -2.62703  -1.62963
C  -0.28933  -1.49121  -0.63599
C  1.03339  -1.16852  -0.11727
C  1.30601  -1.67273  1.27301
C  2.55323  -2.20487  1.64299
C  2.80574  -2.57451  2.98222
C  1.79343  -2.49173  3.94085
C  0.52064  -2.10177  3.56371
C  0.26740  -1.71191  2.22073
H  0.23933  -1.89958  -2.69241
H  -1.26255  -2.09331  -4.52414
H  -3.46596  -2.69930  -5.49044
H  -5.38067  -3.27263  -3.99205
H  -5.03631  -3.25552  -1.52174
H  -2.82943  -2.64906  -0.54922
H  -1.09004  -1.66868  0.07465
H  1.87552  -1.38186  -0.81214
H  3.33392  -2.36498  0.89250
H  3.80697  -2.89011  3.26432
H  2.00946  -2.74154  4.99684
H  -0.28084  -2.05333  4.28580
H  -0.74971  -1.42877  1.95633

Forces on the atoms, in the same order (eV/Å):
C 1.071 0.063 0.056
C -1.849 0.977 -0.004
C 0.080 0.819 -1.182
C -0.623 1.661 -0.260
O 0.954 -0.312 1.827
Si -1.440 0.745 -0.456
C 0.349 -0.084 -0.158
C 0.387 0.063 0.288
C 0.397 -0.279 -0.021
O -1.188 -0.653 -0.308
C 0.792 0.428 -0.161
H -0.259 -0.081 0.586
H -0.107 -0.926 -0.178
H -0.176 0.596 -0.440
H -0.181 0.049 0.027
H 0.889 0.909 0.235
H 0.088 -1.064 0.043
H 0.256 -0.350 -0.131
H -0.342 -0.109 0.462
H 0.038 0.361 -0.174
H 0.237 -0.262 -0.057
H 0.003 0.148 0.105
H -0.392 -0.194 -0.032
H 0.166 -0.217 -0.094
H -0.180 0.256 -0.161
H 0.052 0.070 0.279
H -0.184 -0.568 -0.657
H 0.104 0.043 0.095
H -0.385 0.127 0.286
C 1.527 0.011 1.372
C -1.582 -0.318 -0.762
C -0.549 -0.153 1.210
C 0.238 -0.079 0.451
C 0.234 0.221 0.015
C 0.395 0.023 -0.238
C 0.214 0.072 -0.533
C -1.434 -0.878 -2.461
C 3.310 0.388 -0.100
C -0.421 -0.848 0.404
C -0.008 -0.138 0.732
C -0.247 0.374 -0.695
C 0.509 -0.103 0.502
C -0.164 0.481 -1.369
C 0.576 -0.089 1.056
H -0.687 0.282 0.681
H 0.177 0.089 -0.219
H 0.037 0.024 0.255
H 0.585 0.124 0.288
H 0.190 0.068 -0.054
H -0.163 0.010 -0.241
H 0.112 0.473 -0.033
H -0.925 -2.364 0.363
H -0.296 0.146 0.290
H -0.222 -0.107 -0.062
H -0.165 0.106 -0.791
H -0.065 -0.108 0.032
H 0.271 0.075 0.092

Entry 2:
This record from the Open Molecules 2025 dataset describes a structure of composition C35H47BrCdIN7O7S3Si. The level of theory is ωB97M-V with the def2-TZVPD basis set.

## Properties
- HOMO energy: -0.280 Ha
- E_tot: -6795.403468 hartree
- Relative energy (zero: lowest compared OMol25 entry of this formula, charge and spin): 9.2 kcal/mol
- Orbital gap: 0.261 Ha
- Maximum force: 0.834 eV/A

Geometry (Å):
Cd  0.26028  0.05063  0.06473
C  1.30863  -2.57284  2.64057
C  1.70472  -2.79308  1.20078
C  2.49577  -3.86069  0.83098
C  2.88035  -3.96584  -0.50967
C  2.52467  -3.00244  -1.42267
C  1.73132  -1.89875  -1.00484
N  1.29678  -1.87949  0.29851
N  1.34636  -0.83226  -1.74356
Si  2.05328  -0.28347  -3.21160
C  3.62423  0.69318  -2.84106
C  2.51675  -1.59528  -4.47873
C  0.89989  0.92908  -4.03694
H  0.48913  -3.22946  2.94635
H  1.00163  -1.53734  2.78741
H  2.15429  -2.78426  3.29809
H  2.81016  -4.58776  1.57008
H  3.48431  -4.80894  -0.83238
H  2.84447  -3.06822  -2.45408
H  4.33756  0.10495  -2.24639
H  3.38041  1.61789  -2.29797
H  4.13681  0.99077  -3.76459
H  3.49867  -2.03138  -4.26503
H  2.56534  -1.14703  -5.47787
H  1.78200  -2.40977  -4.51542
H  0.72814  1.78567  -3.37451
H  -0.06745  0.48556  -4.29958
H  1.36795  1.30675  -4.95675
O  2.37692  2.14155  3.40310
C  2.29554  3.40965  2.94638
C  3.05212  4.38499  3.59031
C  3.03208  5.68877  3.13662
C  2.26039  6.04027  2.02969
C  1.50448  5.07408  1.39528
C  1.49792  3.75031  1.84480
C  0.67419  2.70547  1.17035
O  0.56873  1.54415  1.74271
N  0.13039  3.04557  0.02841
N  -0.67043  2.05434  -0.56800
C  -1.23205  2.50856  -1.63005
S  -2.42847  1.60456  -2.51464
C  -3.02390  3.04557  -3.44362
C  -1.81725  3.90430  -3.75006
S  -0.90281  4.14612  -2.19597
H  1.80633  1.60935  2.80315
H  3.65407  4.09219  4.44366
H  3.62631  6.44041  3.64330
H  2.24948  7.06249  1.67334
H  0.89257  5.32308  0.53787
H  -3.73628  3.58134  -2.81908
H  -3.52472  2.67618  -4.33803
H  -2.10484  4.88754  -4.12316
H  -1.16057  3.41754  -4.46924
C  0.83726  0.33436  6.79371
C  -0.26176  0.85593  5.86852
S  -1.79600  0.10767  6.35874
O  -1.71166  -1.29929  6.05662
O  -2.10794  0.50774  7.70698
C  -3.02945  0.88722  5.27407
C  -3.79809  -0.01935  4.29262
N  -3.01761  -0.56091  3.15641
C  -2.45215  0.21161  2.19464
N  -1.73390  -0.51509  1.35831
C  -1.79264  -1.80377  1.80167
C  -2.60872  -1.86323  2.87834
N  -3.05927  -3.07576  3.51086
O  -4.11111  -3.06546  4.13679
O  -2.35161  -4.05526  3.35341
C  -2.68813  1.67349  2.04720
H  1.78559  0.78743  6.51801
H  0.92391  -0.75095  6.71453
H  0.61215  0.58459  7.83067
H  -0.10559  0.57215  4.82333
H  -0.39115  1.93728  5.94897
H  -2.50876  1.68374  4.73652
H  -3.72584  1.33046  5.98521
H  -4.59278  0.58119  3.85788
H  -4.25221  -0.84787  4.80750
H  -1.32523  -2.62182  1.27433
H  -3.69501  1.94972  2.36574
H  -2.55295  1.93699  1.00041
H  -1.96171  2.25593  2.62221
Br  -4.32211  -1.11099  -4.51489
C  -4.89190  -1.19152  -2.71219
C  -6.21260  -0.85269  -2.44999
C  -6.70634  -0.92351  -1.15825
C  -5.88038  -1.34742  -0.12756
C  -4.56203  -1.68382  -0.38873
C  -4.04925  -1.59476  -1.67741
I  -2.03551  -2.08552  -1.99239
H  -6.85093  -0.54516  -3.26888
H  -7.74016  -0.66641  -0.96349
H  -6.26413  -1.43281  0.88243
H  -3.92597  -2.03114  0.41286
C  5.51965  0.48931  0.86243
C  4.24204  -0.32313  0.77122
O  3.09411  0.50632  0.58029
H  6.39060  -0.16857  0.94337
H  5.49066  1.14768  1.73486
H  5.64289  1.11016  -0.03099
H  4.06718  -0.85970  1.70337
H  4.31499  -1.06549  -0.02945
H  3.21382  0.97624  -0.25039

Forces on the atoms, in the same order (eV/Å):
Cd -0.422 0.422 0.178
C -0.020 -0.052 -0.146
C -0.071 0.214 -0.091
C 0.049 -0.082 -0.021
C -0.014 0.045 -0.006
C -0.034 0.089 -0.040
C 0.012 0.024 0.017
N 0.390 -0.639 -0.078
N 0.005 -0.729 0.405
Si 0.169 0.297 -0.166
C 0.112 -0.011 0.079
C -0.078 -0.229 0.015
C -0.133 0.073 -0.078
H 0.012 0.043 -0.053
H -0.017 0.009 0.035
H -0.043 0.023 -0.050
H -0.021 0.060 -0.067
H -0.037 0.081 0.029
H -0.029 -0.030 0.116
H -0.099 0.115 -0.073
H 0.070 -0.123 -0.060
H -0.078 -0.038 0.117
H -0.102 0.018 -0.059
H 0.003 -0.017 0.134
H 0.109 0.115 -0.027
H -0.041 -0.060 -0.088
H 0.110 0.073 0.064
H -0.080 -0.057 0.154
O 0.224 0.235 0.265
C 0.001 -0.334 0.003
C 0.103 0.127 0.107
C -0.015 -0.004 -0.029
C 0.005 0.030 0.003
C -0.064 -0.048 0.052
C -0.105 -0.032 -0.058
C 0.000 -0.120 -0.082
O -0.135 0.211 -0.379
N 0.015 0.019 -0.098
N 0.217 0.585 -0.045
C 0.132 0.230 0.445
S -0.054 -0.222 -0.153
C 0.005 -0.068 0.087
C 0.016 0.073 0.090
S -0.102 -0.181 -0.039
H -0.142 -0.130 -0.006
H -0.039 0.004 -0.079
H -0.022 -0.027 -0.012
H 0.002 -0.034 0.004
H 0.017 -0.014 0.017
H -0.070 0.063 -0.052
H 0.039 -0.007 -0.011
H 0.002 -0.024 -0.002
H -0.011 -0.006 -0.072
C -0.096 -0.029 -0.062
C 0.052 -0.069 0.112
S -0.115 -0.189 -0.061
O -0.199 -0.122 -0.286
O -0.021 0.152 -0.131
C 0.211 -0.278 -0.338
C 0.401 0.000 -0.062
N -0.147 0.045 0.421
C -0.157 0.010 -0.151
N 0.424 -0.225 0.074
C -0.146 -0.060 -0.437
C -0.054 0.150 0.468
N 0.045 -0.119 0.488
O 0.353 0.255 -0.292
O -0.247 0.342 -0.069
C 0.098 0.055 0.142
H 0.055 0.018 -0.048
H 0.013 0.095 -0.031
H 0.019 0.021 -0.052
H 0.050 0.103 0.053
H 0.057 -0.039 -0.039
H -0.100 0.009 0.136
H -0.102 0.050 -0.149
H -0.143 0.040 0.017
H -0.065 -0.321 0.124
H 0.004 0.077 0.085
H 0.049 -0.019 -0.029
H 0.002 -0.019 0.018
H -0.024 -0.065 -0.065
Br 0.066 0.056 0.048
C 0.081 -0.029 0.109
C -0.060 0.022 -0.034
C -0.006 -0.017 0.020
C -0.038 -0.004 0.033
C -0.005 0.030 0.024
C 0.080 -0.084 -0.241
I -0.132 0.046 0.027
H 0.035 -0.013 0.050
H 0.044 0.002 -0.013
H 0.025 0.003 -0.041
H 0.016 0.018 -0.004
C 0.002 0.079 0.052
C -0.047 0.093 0.041
O 0.105 0.031 0.114
H -0.086 0.063 0.001
H 0.006 -0.043 -0.100
H 0.026 -0.064 0.049
H -0.043 -0.027 0.008
H -0.064 -0.047 -0.050
H 0.042 0.060 -0.129

Entry 3:
This record from the Open Molecules 2025 dataset describes a structure of composition C3H5N3OS. The level of theory is ωB97M-V with the def2-TZVPD basis set.

## Properties
- HOMO energy: -0.324 Ha
- E_tot: -754.841781 hartree
- Relative energy (zero: lowest compared OMol25 entry of this formula, charge and spin): 123.8 kcal/mol
- Orbital gap: 0.320 Ha
- Maximum force: 4.624 eV/A

Geometry (Å):
C  0.23463  -0.40852  1.69006
C  0.03945  -0.08888  0.30307
C  -1.15832  0.13678  -1.70283
N  0.62356  0.43106  2.56811
N  0.54783  1.72363  0.68393
N  0.78898  1.66849  1.82376
O  -1.09915  -0.29578  -0.34135
S  1.76452  -0.53280  -0.35830
H  0.00222  -1.39864  2.23078
H  -2.11377  -0.01968  -2.18247
H  -0.45053  -0.48178  -2.39780
H  -0.92085  1.25584  -1.70353
H  1.74142  -1.98970  -0.61343

Forces on the atoms, in the same order (eV/Å):
C -1.552 -3.108 3.052
C 2.660 2.063 -0.176
C 2.085 0.779 -1.464
N -0.245 0.167 -1.118
N -1.105 -2.143 -2.730
N 1.035 1.631 2.624
O -0.714 -0.732 -0.345
S -0.705 -1.866 -0.948
H 0.382 1.242 -1.573
H -0.608 -0.113 0.831
H -0.736 1.303 1.536
H -0.112 -1.600 -0.348
H -0.386 2.377 0.659